Entry 1:
C20H38CrN4O5S | ωB97M-V/def2-TZVPD

Atoms and positions in Å:
Cr  0.442  0.340  0.021
C  -0.999  1.037  -2.714
C  -2.351  0.698  -2.145
O  -2.164  0.677  -0.737
C  -2.963  -0.266  -0.044
C  -2.567  -0.125  1.391
O  -1.116  -0.169  1.483
C  -0.693  0.173  2.814
C  0.693  -0.387  3.005
O  1.395  -0.340  1.733
C  2.069  -1.589  1.394
C  1.072  -2.478  0.706
O  0.452  -1.695  -0.351
C  0.899  -1.982  -1.699
C  0.036  -1.139  -2.591
O  0.011  0.210  -2.065
H  -0.716  2.064  -2.502
H  -0.955  0.866  -3.790
H  -2.712  -0.273  -2.495
H  -3.086  1.451  -2.437
H  -2.777  -1.279  -0.418
H  -4.030  -0.050  -0.147
H  -2.973  -0.941  1.989
H  -2.908  0.829  1.799
H  -1.369  -0.276  3.543
H  -0.723  1.256  2.933
H  0.665  -1.419  3.349
H  1.257  0.206  3.724
H  2.474  -2.047  2.295
H  2.893  -1.319  0.741
H  0.265  -2.788  1.367
H  1.547  -3.367  0.293
H  0.740  -3.037  -1.922
H  1.959  -1.744  -1.788
H  -0.980  -1.532  -2.620
H  0.441  -1.126  -3.604
C  -2.454  4.282  0.500
N  -1.481  4.137  1.578
C  -1.662  4.832  2.871
C  -0.370  4.493  3.637
N  0.273  3.518  2.731
C  -0.365  3.449  1.561
S  0.288  2.692  0.135
H  -3.452  4.289  0.933
H  -2.359  3.447  -0.187
H  -2.293  5.220  -0.031
H  -2.560  4.455  3.359
H  -1.785  5.900  2.700
H  -0.561  4.052  4.612
H  0.271  5.363  3.764
H  1.240  3.251  2.816
N  2.233  0.618  -0.700
C  3.241  0.976  -1.168
N  4.347  1.372  -1.666
C  5.614  1.396  -0.870
C  6.544  0.307  -1.379
C  6.765  0.432  -2.888
C  5.438  0.425  -3.647
C  4.528  1.532  -3.145
H  5.364  1.292  0.185
H  6.046  2.385  -1.023
H  6.122  -0.675  -1.141
H  7.489  0.390  -0.843
H  7.400  -0.380  -3.238
H  7.300  1.363  -3.101
H  4.937  -0.540  -3.514
H  5.597  0.561  -4.717
H  3.549  1.545  -3.619
H  4.989  2.511  -3.283

Results
<S²>	3.7906
energy above the lowest of the compared OMol25 structures with the same formula, charge and spin	0.000	eV
frontier orbital gap (spin up / spin down)	7.72 / 8.58	eV
multiplicity	4
lowest unoccupied orbital energy (spin up / spin down)	-0.363 / -0.332	Ha
E_HOMO (spin up / spin down)	-17.6037 / -17.6143	eV
net charge	+3



Entry 2:
C20H38O17S | ωB97M-V/def2-TZVPD

Atoms and positions in Å:
C  4.124  -1.495  -1.040
C  3.574  -2.489  -2.151
O  4.173  -2.558  -3.252
O  2.436  -3.347  -1.998
C  1.284  -2.490  -1.827
C  -0.124  -3.285  -1.985
C  -1.272  -2.230  -1.630
C  -1.844  -1.419  -2.910
C  -2.328  0.010  -2.380
O  -3.222  -0.023  -1.232
S  -3.881  -1.533  -0.970
O  -4.864  -1.981  -2.011
O  -4.615  -1.501  0.368
C  -2.562  -2.872  -0.897
H  3.704  -1.665  0.005
H  3.929  -0.394  -1.299
H  5.271  -1.605  -1.035
H  1.264  -1.940  -0.811
H  1.233  -1.650  -2.622
H  -0.196  -3.572  -3.101
H  -0.150  -4.241  -1.345
H  -0.828  -1.467  -0.908
H  -0.957  -1.321  -3.639
H  -2.650  -1.993  -3.481
H  -2.734  0.625  -3.266
H  -1.387  0.583  -2.036
H  -2.309  -3.106  0.186
H  -2.971  -3.767  -1.481
C  -3.768  0.605  2.195
O  -4.384  1.421  3.194
C  -4.199  0.987  4.450
O  -3.578  0.006  4.778
O  -4.826  1.839  5.282
C  -4.711  1.499  6.663
H  -3.984  1.049  1.223
H  -2.684  0.584  2.332
H  -4.179  -0.403  2.210
H  -3.665  1.512  6.977
H  -5.162  0.524  6.858
H  -5.253  2.252  7.236
C  7.148  -4.960  -2.077
O  8.315  -5.185  -1.287
C  8.124  -5.027  0.032
O  7.086  -4.722  0.567
O  9.291  -5.267  0.652
C  9.236  -5.134  2.071
H  7.417  -5.114  -3.122
H  6.361  -5.670  -1.815
H  6.795  -3.933  -1.960
H  8.532  -5.851  2.499
H  8.967  -4.114  2.353
H  10.230  -5.350  2.464
C  0.734  4.004  -4.862
O  0.589  2.585  -4.820
C  1.050  1.952  -5.912
O  1.553  2.475  -6.874
O  0.853  0.634  -5.742
C  1.300  -0.171  -6.833
H  0.329  4.408  -3.934
H  1.788  4.282  -4.929
H  0.170  4.425  -5.697
H  2.376  -0.060  -6.978
H  0.758  0.084  -7.747
H  1.090  -1.212  -6.586
C  -3.876  4.549  4.271
O  -4.335  5.141  5.487
C  -4.316  6.482  5.489
O  -3.956  7.188  4.580
O  -4.769  6.903  6.683
C  -4.804  8.321  6.827
H  -3.936  3.466  4.385
H  -4.512  4.844  3.434
H  -2.835  4.821  4.079
H  -5.477  8.767  6.093
H  -3.800  8.743  6.738
H  -5.184  8.545  7.825

Results
SMILES	CC(=O)OCC[C@H]1CCOS(=O)(=O)C1.COC(=O)OC.COC(=O)OC.COC(=O)OC.COC(=O)OC
frontier orbital gap	10.71	eV
lowest unoccupied orbital energy	0.005	Ha
E_HOMO	-10.5702	eV
net charge	0



Entry 3:
C20H39BFN4O8 | ωB97M-V/def2-TZVPD

Atoms and positions in Å:
N  -2.485  4.783  -0.945
B  -2.100  3.455  -1.293
O  -3.020  2.472  -1.327
O  -0.719  3.140  -1.664
C  0.215  3.271  -0.744
O  0.180  3.944  0.250
C  1.495  2.532  -1.007
C  2.566  3.275  -1.498
C  3.777  2.670  -1.673
N  3.917  1.375  -1.356
C  2.910  0.640  -0.879
C  1.656  1.187  -0.698
C  0.519  0.337  -0.182
C  0.072  -0.650  -1.229
O  -1.009  -0.809  -1.661
F  1.127  -1.385  -1.672
H  -1.686  5.403  -0.898
H  -2.904  4.809  -0.021
H  -2.837  1.728  -1.917
H  2.452  4.320  -1.736
H  4.634  3.204  -2.046
H  4.813  0.894  -1.447
H  3.133  -0.390  -0.661
H  -0.336  0.955  0.063
H  0.838  -0.209  0.704
C  -7.514  -2.083  1.120
O  -7.592  -2.657  -0.168
C  -8.637  -2.141  -0.984
C  -8.083  -1.335  -2.137
N  -7.484  -0.091  -1.673
C  -6.732  0.641  -2.685
C  -5.500  -0.024  -3.285
O  -4.428  -0.192  -2.372
C  -4.478  -1.350  -1.558
H  -6.795  -2.668  1.691
H  -7.173  -1.041  1.093
H  -8.480  -2.121  1.632
H  -9.333  -1.543  -0.390
H  -9.186  -2.995  -1.389
H  -8.896  -1.100  -2.830
H  -7.366  -1.976  -2.669
H  -6.869  -0.295  -0.896
H  -6.409  1.582  -2.232
H  -7.414  0.900  -3.502
H  -5.123  0.638  -4.068
H  -5.732  -0.979  -3.770
H  -4.966  -2.188  -2.061
H  -4.973  -1.163  -0.601
H  -3.444  -1.625  -1.350
C  5.580  0.357  4.972
O  6.726  -0.291  4.458
C  6.684  -1.712  4.519
C  6.595  -2.306  3.133
N  5.300  -2.026  2.521
C  5.211  -2.359  1.108
C  6.116  -1.618  0.132
O  5.812  -0.228  0.000
C  6.407  0.626  0.976
H  5.804  1.421  5.020
H  4.698  0.213  4.334
H  5.341  0.005  5.979
H  5.855  -2.050  5.146
H  7.615  -2.049  4.981
H  6.731  -3.389  3.195
H  7.431  -1.898  2.550
H  5.091  -1.043  2.644
H  4.175  -2.182  0.798
H  5.392  -3.431  0.990
H  5.959  -2.051  -0.858
H  7.178  -1.743  0.361
H  7.373  0.242  1.304
H  5.761  0.765  1.845
H  6.562  1.602  0.514

Results
frontier orbital gap	5.81	eV
lowest unoccupied orbital energy	-0.158	Ha
E_HOMO	-10.1178	eV
net charge	+1



Entry 4:
C20H39FNO12PS6 | ωB97M-V/def2-TZVPD

Atoms and positions in Å:
C  0.659  4.061  5.074
N  -0.740  4.308  4.737
C  -1.655  4.148  5.883
C  -1.199  3.663  3.600
O  -2.347  3.280  3.458
C  -0.230  3.467  2.433
C  0.316  2.017  2.345
C  1.850  2.064  2.398
O  2.391  2.532  1.153
S  2.372  1.429  0.006
O  2.045  2.103  -1.211
O  3.567  0.655  -0.033
C  0.944  0.402  0.414
P  1.379  -1.088  1.469
S  0.608  -2.767  0.904
C  -0.106  1.366  1.008
S  -1.664  0.472  1.138
O  -1.829  -0.026  2.459
O  -1.746  -0.475  0.079
F  -2.684  1.590  0.817
H  0.881  4.549  6.019
H  1.345  4.501  4.357
H  0.890  3.002  5.227
H  -2.192  5.080  6.043
H  -2.311  3.291  5.782
H  -1.056  3.987  6.777
H  0.566  4.206  2.393
H  -0.838  3.650  1.550
H  -0.070  1.388  3.146
H  2.129  2.810  3.131
H  2.310  1.128  2.722
H  0.606  0.015  -0.544
H  1.083  -0.735  2.800
H  2.779  -1.177  1.407
H  -0.264  2.147  0.263
C  -0.355  2.388  -3.420
C  -0.903  1.867  -4.753
C  -1.674  3.018  -5.410
S  -0.915  4.534  -4.813
O  -1.876  5.250  -4.009
O  -0.212  5.184  -5.892
C  0.265  3.748  -3.721
H  0.377  1.708  -2.990
H  -1.175  2.501  -2.705
H  -0.075  1.562  -5.394
H  -1.543  0.997  -4.614
H  -1.604  2.993  -6.495
H  -2.719  3.028  -5.105
H  0.413  4.366  -2.839
H  1.202  3.642  -4.266
C  3.602  -5.832  5.112
C  3.142  -6.459  3.789
C  2.395  -5.374  3.002
S  3.092  -3.804  3.526
O  2.077  -3.045  4.217
O  3.853  -3.220  2.449
C  4.217  -4.486  4.741
H  4.317  -6.466  5.634
H  2.742  -5.681  5.768
H  4.014  -6.791  3.222
H  2.508  -7.328  3.953
H  2.531  -5.475  1.929
H  1.334  -5.359  3.241
H  4.302  -3.800  5.581
H  5.185  -4.612  4.258
C  -3.269  -3.509  -6.525
C  -3.274  -3.857  -5.030
C  -2.520  -2.741  -4.297
S  -2.731  -1.260  -5.292
O  -1.444  -0.881  -5.818
O  -3.577  -0.323  -4.597
C  -3.656  -2.036  -6.612
H  -3.958  -4.135  -7.090
H  -2.267  -3.656  -6.935
H  -4.304  -3.905  -4.671
H  -2.817  -4.827  -4.840
H  -2.921  -2.557  -3.303
H  -1.454  -2.948  -4.233
H  -3.396  -1.571  -7.560
H  -4.715  -1.892  -6.400

Results
SMILES	CN(C)C(=O)C[C@@H]1COS(=O)(=O)[C@@H]([PH2]=S)[C@H]1S(=O)(=O)F.O=S1(=O)CCCC1.O=S1(=O)CCCC1.O=S1(=O)CCCC1
frontier orbital gap	9.03	eV
lowest unoccupied orbital energy	0.007	Ha
E_HOMO	-8.8383	eV
net charge	0



Entry 5:
C20H39IN4O2Si | ωB97M-V/def2-TZVPD

Atoms and positions in Å:
C  -4.218  -2.659  0.949
C  -2.707  -3.052  1.449
O  -2.482  -2.952  2.900
C  -1.293  -2.130  3.172
C  -0.571  -2.418  4.621
O  -0.637  -1.275  5.567
Si  0.725  -0.163  5.281
I  0.122  1.484  3.466
H  -4.122  -1.759  0.179
H  -4.742  -3.532  0.338
H  -4.959  -2.342  1.796
H  -2.515  -4.169  1.100
H  -1.960  -2.389  0.799
H  -1.649  -1.007  3.174
H  -0.440  -2.227  2.353
H  -1.006  -3.351  5.202
H  0.587  -2.648  4.464
H  1.073  0.569  6.520
H  1.898  -0.908  4.760
C  1.208  0.715  -2.474
C  1.749  1.619  -1.374
C  2.805  0.940  -0.502
C  2.253  -0.179  0.273
N  1.818  -1.067  0.882
H  0.686  -0.153  -2.059
H  0.495  1.266  -3.095
H  2.015  0.357  -3.120
H  0.916  1.972  -0.754
H  2.198  2.504  -1.841
H  3.219  1.681  0.192
H  3.636  0.589  -1.124
C  6.037  0.064  -3.885
C  7.190  1.029  -4.127
C  7.162  2.244  -3.200
C  5.995  3.104  -3.441
N  5.070  3.780  -3.627
H  5.070  0.532  -4.095
H  6.133  -0.808  -4.539
H  6.031  -0.289  -2.848
H  7.176  1.351  -5.175
H  8.132  0.491  -3.970
H  8.074  2.831  -3.362
H  7.176  1.918  -2.154
C  -4.258  4.035  4.336
C  -2.920  4.759  4.255
C  -2.735  5.539  2.953
C  -2.672  4.658  1.779
N  -2.627  3.963  0.851
H  -4.348  3.271  3.558
H  -4.356  3.536  5.305
H  -5.091  4.737  4.229
H  -2.108  4.032  4.380
H  -2.853  5.460  5.095
H  -1.804  6.114  3.017
H  -3.548  6.264  2.833
C  -3.973  -3.681  -2.599
C  -3.399  -3.947  -3.984
C  -1.915  -4.312  -3.961
C  -1.074  -3.201  -3.495
N  -0.409  -2.326  -3.121
H  -3.498  -2.817  -2.126
H  -5.046  -3.474  -2.670
H  -3.838  -4.549  -1.945
H  -3.563  -3.066  -4.617
H  -3.956  -4.775  -4.439
H  -1.605  -4.590  -4.976
H  -1.756  -5.192  -3.329

Results
energy above the lowest of the compared OMol25 structures with the same formula, charge and spin	2.471	eV
SMILES	CCOCCO[SiH2]I.CCCC#N.CCCC#N.CCCC#N.CCCC#N
frontier orbital gap	9.81	eV
lowest unoccupied orbital energy	0.022	Ha
E_HOMO	-9.1995	eV
net charge	0



Entry 6:
C20H40AsCoF6O15 | ωB97M-V/def2-TZVPD

Atoms and positions in Å:
Co  0.173  -0.555  -21.646
As  2.662  0.851  -19.132
F  1.550  0.062  -20.422
F  2.204  -0.631  -18.194
F  3.919  1.440  -17.929
F  2.800  2.364  -20.129
F  1.245  1.652  -18.311
F  3.954  -0.034  -19.909
C  1.464  3.795  -25.924
C  0.691  2.508  -26.119
O  0.453  1.794  -24.907
C  1.420  0.886  -24.380
O  1.042  0.359  -23.363
O  2.669  1.010  -25.060
C  3.802  0.414  -24.513
H  0.736  4.421  -25.408
H  1.548  4.211  -26.928
H  2.461  3.766  -25.484
H  1.151  1.879  -26.881
H  -0.260  2.849  -26.527
H  3.750  0.563  -23.435
H  4.712  0.772  -24.995
H  3.718  -0.635  -24.798
C  0.014  4.693  -22.393
C  -0.083  4.043  -21.084
O  -1.487  3.623  -20.859
C  -1.763  2.298  -20.959
O  -0.901  1.399  -21.052
O  -3.189  2.104  -21.106
C  -4.126  3.125  -21.275
H  1.102  4.661  -22.456
H  -0.173  5.766  -22.415
H  -0.459  4.156  -23.215
H  0.330  4.732  -20.346
H  0.581  3.188  -20.958
H  -5.126  2.694  -21.324
H  -3.878  3.571  -22.238
H  -3.916  3.907  -20.546
C  -2.378  -4.908  -19.520
C  -0.998  -4.275  -19.457
O  -0.994  -3.137  -18.564
C  -1.050  -1.964  -18.991
O  -0.704  -1.628  -20.156
O  -1.476  -1.206  -17.978
C  -1.585  0.241  -18.194
H  -2.431  -5.619  -20.344
H  -3.229  -4.227  -19.518
H  -2.336  -5.538  -18.631
H  -0.714  -4.032  -20.481
H  -0.327  -5.100  -19.217
H  -2.160  0.413  -19.103
H  -0.574  0.596  -18.394
H  -2.138  0.737  -17.396
C  -5.956  -0.294  -22.426
C  -5.101  -1.410  -21.811
O  -3.692  -1.115  -21.743
C  -2.839  -1.319  -22.698
O  -1.717  -0.731  -22.661
O  -3.211  -2.034  -23.696
C  -2.425  -2.155  -24.837
H  -7.038  -0.419  -22.388
H  -5.852  -0.351  -23.509
H  -5.767  0.700  -22.020
H  -5.228  -2.331  -22.381
H  -5.429  -1.583  -20.786
H  -1.614  -1.429  -24.892
H  -3.035  -1.887  -25.700
H  -2.185  -3.218  -24.883
C  5.379  -1.811  -21.850
C  4.319  -2.915  -22.016
O  2.970  -2.363  -22.036
C  1.907  -3.035  -22.488
O  0.871  -2.436  -22.238
O  2.250  -4.183  -23.101
C  1.240  -5.066  -23.547
H  5.789  -1.558  -20.872
H  5.002  -0.930  -22.369
H  6.243  -2.040  -22.474
H  4.449  -3.771  -21.353
H  4.541  -3.371  -22.981
H  1.745  -5.981  -23.855
H  0.810  -4.684  -24.472
H  0.492  -5.311  -22.793

Results
<S²>	6.0066
frontier orbital gap (spin up / spin down)	2.23 / 9.04	eV
multiplicity	5
lowest unoccupied orbital energy (spin up / spin down)	-0.009 / -0.012	Ha
E_HOMO (spin up / spin down)	-2.4880 / -9.3577	eV
net charge	0



no.,DFT total energy (eV)
1,-76786.610
2,-66995.476
3,-47102.183
4,-124448.290
5,-47404.260
6,-166869.635